Entry 1:
{"formula": "C20H25F6N2O5P2W", "method": "ωB97M-V/def2-TZVPD", "s2": 0.782, "relative_energy_kj_mol": 112.63, "homo_energy_ev": [-21.037, -21.099], "spin_multiplicity": 2, "homo_lumo_gap_ev": [6.051, 5.705], "charge": 4, "species": ["W", "O", "C", "C", "C", "C", "C", "C", "C", "N", "N", "C", "O", "C", "C", "C", "C", "C", "C", "H", "H", "H", "H", "H", "H", "H", "H", "H", "H", "F", "P", "F", "F", "F", "F", "F", "C", "C", "O", "P", "O", "C", "C", "O", "C", "C", "H", "H", "H", "H", "H", "H", "H", "H", "H", "H", "H", "H", "H", "H", "H"], "xyz": [[-0.2812, -0.8984, 0.3547], [1.0182, -0.2254, -0.7141], [2.3047, 0.0892, -0.3711], [3.3390, -0.0841, -1.2585], [4.6276, 0.2572, -0.8618], [4.8805, 0.8225, 0.3992], [3.8416, 1.0721, 1.2608], [2.5174, 0.7078, 0.9172], [1.4268, 1.2362, 1.6329], [0.1727, 0.8602, 1.3737], [-0.7826, 1.8315, 1.4865], [-1.7155, 1.6081, 0.6240], [-1.6617, 0.4727, -0.1033], [-2.7540, 2.6124, 0.4008], [-3.7442, 2.4272, -0.5568], [-4.6390, 3.4561, -0.7905], [-4.5856, 4.6718, -0.0230], [-3.5701, 4.8775, 0.9076], [-2.6918, 3.8525, 1.1549], [3.1438, -0.4900, -2.2429], [5.4514, 0.0920, -1.5458], [5.8920, 1.0840, 0.6809], [4.0229, 1.5488, 2.2170], [1.5697, 2.0801, 2.3045], [-3.7822, 1.5178, -1.1389], [-5.3788, 3.3700, -1.5779], [-5.3569, 5.4231, -0.1553], [-3.5165, 5.8044, 1.4626], [-1.9581, 3.9536, 1.9444], [0.7858, -1.5210, 1.7426], [1.4733, -3.8190, 0.8631], [1.6894, -5.0097, -0.0266], [2.7928, -3.0466, 0.9619], [-0.1170, -3.7695, 0.9851], [1.1144, -2.6765, -0.4443], [1.5544, -4.3500, 2.2888], [-5.4347, -3.8581, -0.0353], [-4.0875, -4.4868, 0.1916], [-3.0139, -3.4630, 0.4611], [-2.9473, -1.9553, 0.2178], [-1.4103, -1.9253, -0.8040], [-1.4297, -1.7128, -2.3372], [-1.0598, -3.0047, -3.0102], [-1.7933, -1.5719, 1.5054], [-2.2833, -1.1843, 2.8971], [-3.5885, -1.8574, 3.2216], [-6.1394, -4.6428, -0.3112], [-5.4215, -3.1346, -0.8555], [-5.8169, -3.3746, 0.8653], [-3.7343, -5.0551, -0.6650], [-4.0580, -5.1229, 1.0716], [-0.7222, -0.9103, -2.5346], [-2.4361, -1.3785, -2.5854], [-0.0878, -3.3690, -2.6841], [-1.0084, -2.8152, -4.0847], [-1.8128, -3.7735, -2.8428], [-2.3546, -0.0986, 2.9046], [-1.4767, -1.5169, 3.5470], [-4.3977, -1.5349, 2.5601], [-3.8709, -1.5650, 4.2346], [-3.4967, -2.9425, 3.2051]], "forces_ev_per_a": [[1.3, 2.1, 0.0], [1.1, -0.4, -0.2], [0.5, 0.3, 0.1], [-0.2, 0.0, -0.2], [0.0, 0.0, 0.1], [0.0, 0.0, 0.0], [0.1, 0.1, 0.0], [-0.3, -0.1, 0.0], [0.3, -0.1, -0.2], [-0.6, -0.2, 0.0], [0.1, 0.2, -0.1], [0.2, -0.1, 0.2], [0.4, -0.1, 0.3], [-0.4, -0.1, -0.3], [0.3, 0.0, 0.1], [-0.1, 0.0, -0.2], [0.2, 0.1, 0.2], [-0.2, -0.1, -0.1], [0.0, 0.1, 0.2], [0.0, 0.0, 0.0], [0.0, 0.0, 0.0], [0.0, 0.0, 0.0], [0.0, 0.0, 0.0], [-0.1, 0.0, 0.1], [0.0, 0.0, 0.0], [0.0, 0.0, 0.1], [0.0, 0.0, -0.1], [0.0, 0.0, 0.0], [0.1, 0.0, -0.1], [-0.2, 0.3, -0.1], [-1.2, -0.4, -0.7], [0.3, 0.1, -0.1], [0.0, 0.1, 0.0], [0.5, 0.0, 0.1], [0.0, -0.4, 0.7], [0.3, -0.1, 0.2], [0.1, 0.2, 0.1], [-0.5, -0.4, -0.1], [0.1, 0.3, -0.1], [-0.9, -1.1, 0.4], [-0.4, 0.2, -0.2], [-0.2, -0.3, -0.8], [-0.1, 0.0, 0.3], [-0.6, -0.3, -0.3], [-0.1, -0.1, 0.5], [0.1, -0.1, -0.2], [0.0, 0.0, 0.0], [0.0, -0.1, -0.1], [0.0, 0.0, 0.0], [0.1, 0.1, 0.0], [0.1, 0.1, 0.0], [0.0, 0.0, 0.2], [0.0, 0.0, 0.2], [0.0, 0.0, 0.0], [0.0, 0.1, 0.0], [0.0, 0.0, 0.0], [0.0, 0.0, -0.1], [0.0, 0.0, -0.1], [0.0, 0.0, 0.0], [0.0, 0.0, 0.0], [0.0, 0.0, 0.0]], "mulliken_charge": [3.08, -0.36, 0.77, -0.58, -0.51, -0.77, -0.78, 0.45, -0.04, 0.35, -0.75, 0.53, -0.48, 0.55, -0.10, -0.75, -0.28, -0.84, -0.15, 0.53, 0.49, 0.49, 0.50, 0.67, 0.49, 0.48, 0.48, 0.48, 0.50, -0.73, 1.02, -0.19, -0.19, 0.02, -0.31, -0.24, -1.20, -0.15, -0.18, 0.01, -0.32, -0.18, -1.17, -0.43, -0.15, -1.37, 0.42, 0.39, 0.33, 0.32, 0.30, 0.24, 0.37, 0.28, 0.47, 0.34, 0.34, 0.32, 0.41, 0.51, 0.32]}


Entry 2:
{"formula": "C20H25FN4OS", "method": "ωB97M-V/def2-TZVPD", "relative_energy_kj_mol": 22.25, "homo_energy_ev": -8.179, "homo_lumo_gap_ev": 8.634, "charge": 0, "smiles": "CCCCN(C)CCNC(=O)c1cc2c(-c3ccccc3F)nn(C)c2s1", "species": ["C", "C", "C", "C", "N", "C", "H", "H", "H", "C", "H", "C", "N", "C", "O", "C", "C", "C", "C", "N", "N", "C", "C", "C", "C", "C", "C", "C", "H", "H", "H", "H", "F", "C", "H", "H", "H", "S", "H", "H", "H", "H", "H", "H", "H", "H", "H", "H", "H", "H", "H", "H"], "xyz": [[1.7445, 2.2263, 2.5148], [3.2372, 1.9204, 2.4773], [3.5826, 1.0170, 1.2977], [5.0795, 0.7246, 1.1935], [5.3585, -0.0964, 0.0257], [6.6849, 0.1057, -0.5145], [6.7954, -0.4914, -1.4185], [6.8103, 1.1547, -0.7801], [7.4838, -0.1772, 0.1891], [5.0535, -1.5083, 0.2119], [4.4320, -1.6376, 1.1003], [4.2723, -2.0439, -0.9961], [3.0381, -1.3156, -1.1563], [1.8657, -1.7962, -0.6770], [1.7199, -2.9446, -0.2941], [0.7374, -0.8511, -0.6775], [-0.5308, -1.1671, -0.2898], [-1.4086, -0.0609, -0.3522], [-0.7458, 1.0879, -0.8090], [-1.6310, 2.0962, -0.8678], [-2.8350, 1.6673, -0.4783], [-2.7465, 0.3828, -0.1629], [-3.8908, -0.3858, 0.2934], [-5.2003, -0.0229, -0.0266], [-6.2884, -0.7597, 0.4011], [-6.0843, -1.8902, 1.1727], [-4.7954, -2.2725, 1.5065], [-3.7147, -1.5299, 1.0719], [-2.7141, -1.8234, 1.3474], [-4.6320, -3.1528, 2.1094], [-6.9299, -2.4694, 1.5104], [-7.2804, -0.4402, 0.1221], [-5.4353, 1.0569, -0.7948], [-1.4218, 3.4586, -1.2572], [-0.7736, 3.9687, -0.5408], [-0.9626, 3.5031, -2.2462], [-2.3949, 3.9440, -1.2785], [0.9166, 0.8421, -1.1538], [-0.7895, -2.1649, 0.0134], [3.1493, -0.3226, -1.2983], [4.0146, -3.0935, -0.8429], [4.8636, -1.9394, -1.9091], [5.9656, -2.1059, 0.3510], [5.6110, 1.6719, 1.0745], [5.4392, 0.2569, 2.1255], [3.0272, 0.0819, 1.3942], [3.2649, 1.5005, 0.3715], [3.5339, 1.4338, 3.4091], [3.7984, 2.8544, 2.3978], [1.5025, 2.8655, 3.3604], [1.1688, 1.3072, 2.6028], [1.4397, 2.7328, 1.6012]], "forces_ev_per_a": [[0.2, 0.0, 0.1], [-0.2, -0.2, -0.2], [0.4, 0.2, 0.4], [-0.4, 0.0, -0.1], [0.0, 0.0, 0.0], [0.0, 0.0, 0.0], [0.1, 0.0, -0.1], [0.1, 0.0, 0.0], [0.0, 0.0, 0.0], [-0.2, -0.1, -0.3], [0.0, 0.0, 0.0], [0.2, -0.2, 0.3], [0.1, 0.2, -0.1], [0.1, -0.2, -0.1], [0.0, -0.1, 0.1], [-0.5, 0.3, 0.1], [0.5, -0.1, -0.1], [0.3, 0.9, -0.3], [-0.1, -0.6, 0.2], [0.4, -0.6, 0.0], [-0.8, 0.1, 0.2], [0.6, 0.4, -0.3], [-0.5, 0.1, 0.0], [0.0, -0.1, 0.0], [0.0, 0.1, -0.1], [0.1, 0.0, 0.0], [0.0, -0.1, 0.1], [-0.1, 0.1, -0.1], [0.1, 0.0, 0.0], [0.0, -0.1, 0.1], [-0.1, 0.0, 0.0], [-0.1, 0.1, 0.0], [0.0, -0.2, 0.1], [0.1, 0.4, -0.1], [0.0, 0.0, 0.0], [0.0, 0.0, 0.0], [0.1, 0.0, 0.0], [-0.3, -0.2, 0.0], [0.0, -0.2, 0.1], [0.0, -0.1, 0.0], [0.1, 0.1, -0.1], [0.0, -0.1, 0.1], [0.0, 0.0, 0.1], [0.0, 0.0, 0.0], [0.1, 0.0, 0.0], [-0.1, -0.1, -0.1], [0.0, -0.1, 0.0], [0.1, 0.0, 0.1], [0.1, 0.0, 0.1], [-0.1, 0.1, 0.1], [-0.1, -0.1, 0.0], [-0.1, 0.0, -0.1]], "mulliken_charge": [-1.09, -0.74, 0.38, -1.22, 0.38, -1.21, 0.32, 0.34, 0.40, -0.75, 0.38, -1.10, -0.10, 0.28, -0.70, 0.64, -1.42, 0.91, -0.18, 0.77, -0.89, 0.27, 0.53, 0.38, -0.60, -0.36, -0.78, -0.51, 0.35, 0.40, 0.38, 0.44, -0.30, -0.89, 0.27, 0.32, 0.31, -0.37, 0.52, 0.38, 0.48, 0.35, 0.43, 0.47, 0.29, 0.17, 0.03, 0.38, 0.34, 0.43, 0.30, 0.18]}